# C62H140N2O27

11 unconnected molecules or ions with the total composition C62H140N2O27 in a non-equilibrium geometry (wB97M-V/def2-TZVPD, OMol25).

2S+1: 1
SMILES: COCCOCCOC.COCCOCCOC.COCCOCCOC.COCCOCCOC.COCCOCCOC.COCCOCCOC.COCCOCCOC.COCCOCCOC.COCCOCCOC.CCCC#N.CCCC#N
F_max: 4.5 eV/A
HOMO level: -9.18 eV
HOMO-LUMO gap: 9.732 eV

Atoms and positions in Å:
C: -4.2654 -2.8315 -4.8866
O: -4.0478 -2.0137 -3.8112
C: -3.3783 -0.8486 -4.1730
C: -4.2508 0.3754 -3.7937
O: -4.5340 0.2256 -2.4187
C: -4.5704 1.4693 -1.7284
C: -5.6096 2.4433 -2.2791
O: -6.8500 1.7673 -2.3015
C: -7.8921 2.5936 -2.8210
H: -4.8277 -2.4157 -5.6847
H: -4.7575 -3.8015 -4.5496
H: -3.3768 -3.1087 -5.3880
H: -3.0894 -0.9035 -5.2545
H: -2.4760 -0.7763 -3.6006
H: -5.2122 0.3614 -4.4052
H: -3.7064 1.2549 -4.0175
H: -3.4845 1.8136 -1.7962
H: -4.7967 1.2200 -0.6864
H: -5.2867 2.7714 -3.2728
H: -5.7365 3.3752 -1.6565
H: -8.9093 2.1592 -2.7332
H: -7.8416 2.6832 -3.8869
H: -7.8471 3.6468 -2.3323
C: -2.5038 1.5087 3.0943
O: -1.5750 1.9273 2.0046
C: -0.4276 2.5347 2.5892
C: 0.4155 3.2101 1.5365
O: 0.9252 2.3044 0.5973
C: 2.2887 2.5379 0.3438
C: 3.2712 2.1263 1.5015
O: 2.7193 1.0660 2.2982
C: 3.2176 0.8839 3.6251
H: -2.5096 0.4203 3.0148
H: -3.4032 2.0385 2.9672
H: -2.0249 1.7720 4.0467
H: 0.0876 1.7588 3.1627
H: -0.7623 3.2561 3.3171
H: 1.1583 3.8271 2.0126
H: -0.2087 3.9630 1.0334
H: 2.4441 3.6374 0.2055
H: 2.5875 1.9875 -0.5768
H: 3.4535 3.0036 2.1887
H: 4.2138 1.8280 0.9807
H: 2.9554 1.6885 4.3257
H: 4.3191 0.6828 3.5023
H: 2.6452 -0.0225 4.0176
C: 3.1578 -2.7279 5.8355
O: 1.8130 -2.5151 5.4413
C: 1.1941 -3.6920 5.0290
C: -0.2926 -3.5129 5.0472
O: -0.9556 -4.5422 4.3240
C: -2.4086 -4.3144 4.3525
C: -3.1886 -5.2885 3.5209
O: -3.0895 -5.1117 2.1126
C: -3.4677 -6.1956 1.3197
H: 3.4440 -1.8063 6.3589
H: 3.7240 -2.8480 4.9211
H: 3.2541 -3.5492 6.5338
H: 1.5674 -4.6179 5.5646
H: 1.4387 -3.8554 3.9908
H: -0.5189 -2.5141 4.5362
H: -0.7082 -3.4680 6.0598
H: -2.5694 -3.2848 3.8497
H: -2.7422 -4.2747 5.3989
H: -4.2812 -5.1784 3.7644
H: -2.8608 -6.3281 3.7758
H: -2.9080 -7.1121 1.6218
H: -3.2229 -5.8343 0.3101
H: -4.5511 -6.4447 1.3335
C: -8.0481 2.7571 1.0872
O: -7.0163 3.6645 1.3828
C: -5.8075 2.8942 1.4830
C: -4.5883 3.7391 1.1830
O: -4.3689 4.6646 2.2503
C: -3.1548 5.4753 2.2602
C: -2.7348 5.8940 3.5818
O: -2.4047 4.7786 4.4214
C: -2.2926 5.0231 5.7731
H: -8.3208 2.1464 1.9500
H: -7.8277 2.1236 0.2492
H: -8.9359 3.3954 0.8456
H: -5.9049 2.0093 0.8179
H: -5.7748 2.6397 2.5420
H: -4.6356 4.2096 0.1579
H: -3.7965 2.9457 1.1389
H: -3.3725 6.4452 1.7054
H: -2.3867 4.9027 1.6058
H: -3.5718 6.4746 4.0576
H: -1.8098 6.4579 3.4871
H: -3.2432 5.3405 6.1935
H: -1.5193 5.7575 6.0627
H: -2.1118 4.0802 6.2751
C: -1.4046 1.8718 -5.1500
O: -1.4845 1.4534 -6.5442
C: -0.2728 1.0114 -7.0888
C: 0.0102 -0.4586 -6.9312
O: 0.1319 -0.5923 -5.5577
C: 0.6259 -1.7032 -4.9158
C: -0.3323 -2.8567 -5.0067
O: 0.3031 -3.9727 -4.3607
C: -0.6279 -4.6986 -3.5560
H: -1.1844 1.0275 -4.5560
H: -2.3883 2.1848 -4.8553
H: -0.6586 2.6091 -4.9742
H: 0.5491 1.5761 -6.6400
H: -0.3770 1.3352 -8.1446
H: 0.9606 -0.6580 -7.4215
H: -0.7523 -1.1669 -7.3209
H: 0.7034 -1.4564 -3.8576
H: 1.6121 -1.9674 -5.4312
H: -0.5665 -3.1358 -6.0617
H: -1.1645 -2.5933 -4.4718
H: -1.4648 -5.2624 -4.0372
H: -1.1495 -3.9443 -2.9402
H: 0.0216 -5.4673 -3.0594
C: 0.4229 -6.1192 0.1605
O: 1.2118 -6.9469 0.9222
C: 0.7263 -7.3201 2.2270
C: 1.9373 -7.8858 2.9538
O: 2.9132 -6.8840 3.2610
C: 4.1787 -7.3217 3.7917
C: 5.2502 -7.8929 2.8112
O: 5.7703 -7.1381 1.7492
C: 4.9816 -7.0486 0.5790
H: 0.8308 -5.9969 -0.7953
H: 0.2433 -5.2116 0.7070
H: -0.5237 -6.6333 0.0495
H: -0.0474 -8.0378 2.1635
H: 0.3586 -6.5057 2.8116
H: 2.4115 -8.5602 2.2959
H: 1.6315 -8.3897 3.8658
H: 4.0291 -8.1663 4.5113
H: 4.5753 -6.4100 4.2298
H: 4.8706 -8.8988 2.5000
H: 6.1129 -8.0287 3.4671
H: 4.0458 -6.4917 0.7387
H: 4.6804 -7.9596 0.1322
H: 5.5740 -6.4198 -0.0863
C: 2.0678 6.8432 0.6767
O: 1.9577 6.0994 -0.4942
C: 2.9832 6.3478 -1.4444
C: 2.7753 5.5897 -2.7856
O: 2.9581 4.2052 -2.5942
C: 2.7844 3.5031 -3.8662
C: 3.0311 2.0589 -3.6703
O: 4.3927 1.8265 -3.4137
C: 4.6005 0.4788 -3.7328
H: 1.1576 6.8167 1.3221
H: 2.2067 7.9665 0.4820
H: 2.9136 6.4767 1.3032
H: 3.9260 6.0412 -1.0154
H: 3.0698 7.4488 -1.5983
H: 3.5115 5.9539 -3.5133
H: 1.8047 5.8666 -3.2519
H: 3.5928 3.8203 -4.5903
H: 1.7544 3.6494 -4.1784
H: 2.6844 1.5069 -4.5879
H: 2.3351 1.7443 -2.8618
H: 3.8370 -0.1750 -3.2807
H: 5.5728 0.2043 -3.3117
H: 4.5738 0.3039 -4.7904
C: 6.9229 0.2067 5.5989
O: 6.6593 -1.1652 5.2963
C: 7.0917 -1.4090 3.9212
C: 6.5812 -2.7650 3.4303
O: 5.2955 -2.5758 3.0093
C: 4.6974 -3.7310 2.4789
C: 3.4885 -3.3419 1.6702
O: 3.7446 -2.8966 0.3126
C: 4.1870 -1.6255 0.1045
H: 6.3457 0.9696 5.0811
H: 7.9810 0.4404 5.3991
H: 6.7266 0.3443 6.6585
H: 8.1707 -1.4827 3.8759
H: 6.7737 -0.6396 3.2322
H: 6.6187 -3.4573 4.2468
H: 7.2649 -3.1696 2.6235
H: 4.4208 -4.4547 3.2838
H: 5.4208 -4.2160 1.7442
H: 2.8659 -2.5794 2.2352
H: 2.9110 -4.2604 1.4582
H: 4.0770 -1.4121 -0.9436
H: 5.3281 -1.5870 0.3569
H: 3.6193 -0.9301 0.7086
C: -1.2948 4.2493 -1.9901
O: -0.3390 5.1816 -2.3132
C: -0.6720 6.4144 -1.7217
C: -2.0562 6.9857 -2.0676
O: -3.1694 6.4516 -1.3225
C: -4.4078 7.1728 -1.6172
C: -5.3532 7.1269 -0.4644
O: -4.8845 7.9597 0.5450
C: -5.8386 8.0433 1.6470
H: -2.2324 4.3912 -2.5597
H: -1.5596 4.2738 -0.9555
H: -0.8737 3.2980 -2.1944
H: 0.0540 7.1122 -2.1136
H: -0.5331 6.2452 -0.6344
H: -2.2363 6.7898 -3.1900
H: -2.0690 8.0815 -1.9256
H: -4.9201 6.5676 -2.3570
H: -4.2711 8.1403 -2.0539
H: -5.5762 6.0752 -0.1779
H: -6.2883 7.5195 -0.8522
H: -6.8516 8.4049 1.3214
H: -5.3927 8.7987 2.3574
H: -5.9797 7.0534 2.2224
C: 3.3594 -5.9263 -3.2978
C: 3.4118 -4.4335 -2.7088
C: 4.5722 -3.5919 -3.2867
C: 4.6691 -3.4173 -4.7007
N: 4.7878 -3.3792 -5.8309
H: 3.1765 -5.8757 -4.4282
H: 2.4983 -6.4062 -2.8370
H: 4.2475 -6.6012 -3.0738
H: 3.4064 -4.4941 -1.6378
H: 2.3849 -4.0768 -3.0628
H: 5.4904 -4.0627 -2.8701
H: 4.5568 -2.6195 -2.8909
C: -0.3737 -2.2782 0.5505
C: -0.9693 -0.8813 0.7883
C: -1.3469 -0.0213 -0.4700
C: -0.2312 0.2368 -1.4010
N: 0.5421 0.3475 -2.2340
H: 0.5904 -2.3969 0.0125
H: -1.1823 -2.6798 -0.0253
H: -0.4236 -2.8423 1.4837
H: -0.3130 -0.2944 1.4759
H: -1.9365 -0.8926 1.3479
H: -1.7516 0.9361 -0.1460
H: -2.1192 -0.5964 -0.9133